Record 1
ORCA calculation (ωB97M-V/def2-TZVPD) on a cluster of 2 separate species, C2H8N3S in total.

XYZ file:
```
14
Properties=species:S:1:pos:R:3:forces:R:3:nbo_charge:R:1
C -1.24400 0.31129 -0.22529 1.48 0.91 1.57 -0.09
C 0.97917 0.02499 0.28357 -2.09 0.45 1.31 0.35
N -1.67071 1.51495 0.08226 -0.26 -1.71 -0.95 -0.74
N 1.60263 0.40764 -0.81877 3.24 1.33 -1.06 -0.78
N 0.87022 -1.29833 0.52812 -1.09 1.45 3.63 -0.77
S -2.14275 -1.08885 -0.05673 -1.19 0.34 -0.40 0.17
H 0.78006 0.80752 1.14283 0.79 -2.00 -1.78 0.25
H -0.92989 2.21895 0.12834 -1.28 0.31 -0.17 0.42
H -2.68732 1.60231 0.13121 0.50 1.39 0.40 0.41
H 1.92742 -0.35273 -1.43264 -0.34 0.63 0.34 0.40
H 2.35685 1.16098 -0.75344 -1.78 -1.26 -0.04 0.43
H -1.01460 -1.76313 -0.12466 0.10 -0.92 -0.36 0.11
H 0.97354 -1.96616 -0.16375 0.64 -1.32 -1.67 0.40
H 0.19939 -1.57941 1.27895 1.30 0.39 -0.82 0.42
```
Positions in Å, forces in eV/Å.

The total charge is +1. The spin multiplicity is 1. Its total energy is -17500.5599 eV.

Record 2
ORCA calculation (ωB97M-V/def2-TZVPD) on the molecule C4H6N2O.

XYZ file:
```
13
Properties=species:S:1:pos:R:3:forces:R:3:nbo_charge:R:1
C -0.85527 1.44422 -1.38239 -0.04 0.08 0.00 -0.65
C -0.14701 0.35767 -0.64642 0.19 0.01 -0.05 0.34
N 1.07707 -0.04469 -0.87209 -0.25 0.15 0.17 -0.45
C 1.39565 -0.91281 0.15631 0.02 -0.13 0.19 -0.20
C 0.33799 -1.00999 1.01231 0.11 0.13 -0.34 0.39
O 0.11709 -1.64050 2.19361 0.19 -0.07 0.04 -0.67
N -0.65272 -0.22461 0.48822 0.00 0.05 0.07 -0.55
H -0.11495 1.93294 -2.01874 -0.19 -0.05 0.02 0.25
H -1.24015 2.18407 -0.66737 0.05 -0.11 -0.20 0.22
H -1.69263 1.10290 -2.00134 0.16 -0.05 0.10 0.22
H 2.36831 -1.38168 0.23634 -0.19 0.06 -0.04 0.21
H 0.96837 -1.69733 2.64412 -0.17 -0.12 0.04 0.49
H -1.57389 -0.11043 0.87927 0.13 0.05 0.00 0.42
```
Positions in Å, forces in eV/Å.

As for the SMILES: Cc1ncc(O)[nH]1. The total charge is 0. The spin multiplicity is 1. Its total energy is -9272.8878 eV.

Record 3
ORCA calculation (ωB97M-V/def2-TZVPD) on a cluster of 2 separate species, H3N3O2 in total.

XYZ file:
```
8
Properties=species:S:1:pos:R:3:forces:R:3:lowdin_spin:R:1
N -1.57145 0.25056 -0.25253 -0.70 0.85 -1.11 1.01
N 0.12635 -0.69526 0.25510 -0.07 -1.19 1.75 0.70
N 1.22127 0.03007 0.03654 -0.08 -1.72 -0.65 0.03
O 1.04940 1.21392 0.12071 0.02 1.71 -0.01 0.10
O 2.26033 -0.54666 -0.15116 1.15 -0.19 -0.24 0.11
H -1.82865 0.09143 0.69433 -1.02 0.42 0.78 0.03
H -1.11573 1.14602 -0.39892 -0.60 0.46 0.15 0.03
H -0.14152 -1.49009 -0.30405 1.31 -0.33 -0.68 0.00
```
Positions in Å, forces in eV/Å.

The total charge is 0. The spin multiplicity is 3. As for the expectation value of S²: 2.02. Its total energy is -8605.2077 eV.

Record 4
ORCA calculation (ωB97M-V/def2-TZVPD) on a structure of composition C16H24BClN6Ti.

XYZ file:
```
49
Properties=species:S:1:pos:R:3:forces:R:3:lowdin_spin:R:1
Ti 0.28941 -1.04587 -1.41146 -0.48 1.93 1.20 0.91
C 1.28268 -3.55570 1.23135 -1.09 -0.56 -0.22 0.00
C 0.76476 -2.16535 1.52838 -0.03 -1.29 0.98 0.01
C 0.45014 -1.77702 2.84063 0.21 0.62 -0.70 0.00
C -0.10697 -0.51470 2.67843 -0.42 0.89 1.39 0.01
C -0.52472 0.51206 3.73099 0.42 -2.23 1.45 0.00
N -0.16630 -0.19106 1.37473 1.21 -0.21 -0.58 0.00
N 0.41273 -1.23074 0.65728 -0.42 -0.15 0.31 0.00
B -0.42196 1.17562 0.58177 -0.36 0.52 1.08 0.00
N -1.62379 0.86093 -0.32503 -2.10 -0.96 -1.32 0.00
N -1.51874 -0.17921 -1.24219 -1.54 -0.26 -0.18 0.00
C -2.77598 -0.56640 -1.61421 0.56 0.33 0.61 0.01
C -3.07810 -1.68215 -2.55097 -0.45 1.00 -1.96 0.00
C -3.71793 0.21836 -0.97558 -0.44 1.24 0.99 0.00
C -2.96664 1.10823 -0.17928 1.08 -0.35 -0.41 0.01
C -3.33651 2.27619 0.63937 -1.27 -0.40 -0.44 0.00
N 0.82448 1.60670 -0.22150 0.43 -3.03 -2.49 0.00
N 1.29149 0.69731 -1.24283 0.66 0.68 0.89 0.00
C 2.62988 0.88879 -1.40715 -0.78 1.58 0.85 0.00
C 3.48438 0.19191 -2.40212 1.26 0.00 -0.88 0.00
C 3.04211 1.95151 -0.57173 -1.55 0.30 0.44 0.00
C 1.84416 2.35293 0.11454 1.84 -0.04 -0.53 0.00
C 1.65310 3.49589 1.00784 0.69 -0.09 0.70 0.00
H 0.80052 -4.04051 0.34450 0.62 0.60 0.52 0.00
H 1.02479 -4.21227 2.07523 -0.24 0.34 -0.17 0.00
H 2.35068 -3.65377 1.21794 0.67 0.32 -0.55 0.00
H 0.72051 -2.32055 3.74671 -0.40 0.34 -0.34 0.00
H -0.27603 1.44151 3.30868 0.01 1.46 -0.10 0.00
H 0.11713 0.34335 4.67453 -1.09 0.29 -1.46 0.00
H -1.60550 0.45760 4.03261 1.03 0.04 -0.46 0.00
H -0.63230 2.10945 1.34459 -0.08 -0.79 -0.37 0.00
H -2.84410 -1.29665 -3.60462 -0.02 -0.79 1.27 0.00
H -4.19389 -1.82085 -2.59454 1.23 -0.30 0.37 0.00
H -2.50717 -2.59598 -2.34936 -0.38 0.13 -0.11 0.00
H -4.84255 0.22297 -1.02394 1.60 -0.21 -0.10 0.00
H -3.46123 3.09287 -0.07004 0.44 0.46 0.22 0.00
H -2.51262 2.39627 1.33574 -0.64 0.68 0.36 0.00
H -4.36140 2.16169 1.04438 0.83 -0.08 0.37 0.00
H 3.05832 0.13098 -3.43397 0.19 0.49 0.83 0.00
H 3.71624 -0.86350 -2.17122 -0.06 0.47 0.34 0.00
H 4.46941 0.77023 -2.41400 -1.29 -1.00 -0.27 0.00
H 4.00991 2.47530 -0.46029 -0.77 -0.67 -0.30 0.00
H 2.65256 3.86111 1.17292 0.19 0.67 0.31 0.00
H 1.24360 3.18530 1.97367 -0.10 0.25 -0.20 0.00
H 1.04378 4.24911 0.52490 -0.17 0.19 0.12 0.00
Cl 0.47564 -1.60824 -3.78555 0.41 -0.26 0.36 0.03
C 1.03831 -2.61145 -2.28878 -0.08 -2.34 -2.00 -0.01
H 2.10143 -2.69889 -2.29405 1.04 0.33 -0.18 0.00
H 0.68231 -3.60329 -2.54733 -0.33 -0.14 0.36 0.00
```
Positions in Å, forces in eV/Å.

The total charge is +1. The spin multiplicity is 2. As for the expectation value of S²: 0.75. Its total energy is -62232.8033 eV.